# C48H120N8O16

A 8-piece molecular cluster, C48H120N8O16 overall (the ωB97M-V functional and the def2-TZVPD basis, the Open Molecules 2025 dataset).

For the orbital gap, the calculation gives 9.1 eV. The LUMO energy comes out at 0.0231 Eh. As for the energy relative to the best compared isomer or geometry (same formula, charge and spin): 55.3 kcal per mole.

Structure (XYZ):
```
192
C48H120N8O16 | the Open Molecules 2025 dataset | the ωB97M-V functional and the def2-TZVPD basis
C -29.552 -7.580 -1.858
O -30.504 -6.997 -0.997
C -31.760 -6.850 -1.613
C -31.911 -5.559 -2.446
N -31.911 -4.310 -1.684
C -33.130 -4.139 -0.889
C -33.113 -2.764 -0.236
O -34.482 -2.387 -0.044
C -34.645 -1.097 0.502
H -29.740 -8.649 -2.004
H -28.580 -7.511 -1.365
H -29.443 -7.077 -2.822
H -32.506 -6.868 -0.815
H -32.047 -7.676 -2.277
H -32.889 -5.570 -2.937
H -31.181 -5.560 -3.258
H -31.126 -4.290 -1.041
H -33.156 -4.880 -0.078
H -34.023 -4.350 -1.476
H -32.545 -1.999 -0.768
H -32.757 -2.867 0.798
H -35.522 -0.570 0.129
H -33.795 -0.412 0.446
H -34.811 -1.252 1.578
C -29.213 -5.738 -11.535
O -28.825 -4.395 -11.319
C -28.420 -4.122 -9.985
C -29.655 -4.117 -9.076
N -29.275 -4.024 -7.659
C -30.455 -3.834 -6.808
C -29.990 -3.206 -5.502
O -29.709 -1.840 -5.769
C -29.087 -1.169 -4.703
H -28.448 -6.213 -12.153
H -30.168 -5.777 -12.064
H -29.368 -6.333 -10.633
H -27.966 -3.133 -9.939
H -27.696 -4.872 -9.654
H -30.298 -4.998 -9.165
H -30.340 -3.295 -9.332
H -28.635 -3.248 -7.531
H -30.898 -4.820 -6.677
H -31.231 -3.176 -7.216
H -29.077 -3.680 -5.130
H -30.768 -3.305 -4.737
H -29.586 -1.378 -3.752
H -29.189 -0.098 -4.879
H -28.019 -1.394 -4.627
C -34.120 -4.196 -5.882
O -33.469 -4.946 -6.879
C -33.631 -4.418 -8.197
C -35.015 -4.488 -8.772
N -35.103 -4.317 -10.233
C -34.316 -3.173 -10.787
C -33.878 -3.537 -12.201
O -33.301 -4.818 -12.246
C -32.846 -5.141 -13.546
H -33.526 -3.328 -5.563
H -34.323 -4.857 -5.043
H -35.063 -3.705 -6.149
H -32.875 -4.982 -8.751
H -33.245 -3.390 -8.210
H -35.698 -3.827 -8.232
H -35.424 -5.479 -8.540
H -34.619 -5.143 -10.576
H -33.418 -2.971 -10.196
H -34.897 -2.254 -10.829
H -33.139 -2.777 -12.472
H -34.775 -3.530 -12.828
H -33.618 -5.128 -14.319
H -32.457 -6.159 -13.529
H -32.012 -4.472 -13.771
C -39.426 -5.053 2.031
O -38.029 -5.007 1.838
C -37.708 -4.716 0.474
C -36.254 -5.169 0.266
N -35.995 -6.618 0.327
C -36.544 -7.335 -0.819
C -35.972 -6.812 -2.134
O -36.105 -7.726 -3.201
C -35.613 -7.284 -4.444
H -39.862 -5.992 1.670
H -39.959 -4.236 1.538
H -39.640 -5.036 3.099
H -37.678 -3.625 0.366
H -38.478 -5.124 -0.186
H -35.742 -4.576 1.022
H -35.945 -4.797 -0.710
H -36.602 -6.832 1.120
H -37.640 -7.245 -0.898
H -36.457 -8.419 -0.766
H -34.886 -6.778 -1.925
H -36.185 -5.755 -2.313
H -35.804 -8.024 -5.217
H -34.561 -6.994 -4.347
H -36.131 -6.383 -4.790
C -38.295 -3.874 -14.474
O -37.785 -2.767 -13.775
C -38.134 -2.722 -12.401
C -37.445 -1.588 -11.650
N -37.323 -1.885 -10.227
C -37.005 -0.632 -9.510
C -36.607 -0.800 -8.052
O -35.320 -1.295 -7.762
C -34.251 -0.485 -8.212
H -38.220 -3.638 -15.533
H -39.332 -4.099 -14.216
H -37.662 -4.758 -14.331
H -37.774 -3.660 -11.958
H -39.222 -2.613 -12.353
H -38.060 -0.695 -11.761
H -36.450 -1.378 -12.064
H -36.552 -2.513 -10.027
H -37.826 0.082 -9.561
H -36.131 -0.244 -10.059
H -37.399 -1.375 -7.574
H -36.644 0.205 -7.610
H -33.331 -0.862 -7.772
H -34.411 0.551 -7.895
H -34.186 -0.554 -9.301
C -29.401 -5.764 -18.374
O -30.300 -5.507 -17.330
C -29.863 -6.055 -16.092
C -30.065 -7.558 -16.007
N -31.460 -7.845 -15.695
C -31.688 -9.299 -15.707
C -33.215 -9.525 -15.622
O -33.745 -8.912 -16.781
C -35.041 -9.367 -17.092
H -29.526 -6.769 -18.787
H -28.377 -5.496 -18.090
H -29.583 -5.104 -19.229
H -30.382 -5.554 -15.275
H -28.822 -5.756 -15.919
H -29.390 -7.988 -15.263
H -29.772 -8.014 -16.965
H -32.024 -7.480 -16.460
H -31.180 -9.643 -14.806
H -31.433 -9.811 -16.643
H -33.600 -9.053 -14.714
H -33.383 -10.606 -15.639
H -35.815 -8.946 -16.439
H -35.122 -10.453 -16.990
H -35.292 -9.071 -18.109
C -37.352 -6.584 -17.394
O -37.148 -5.244 -17.775
C -35.855 -4.955 -18.247
C -35.009 -4.307 -17.175
N -35.588 -3.021 -16.773
C -35.072 -2.430 -15.563
C -33.644 -1.915 -15.769
O -33.144 -1.448 -14.544
C -32.049 -0.552 -14.592
H -36.629 -6.858 -16.615
H -37.181 -7.260 -18.238
H -38.348 -6.759 -16.996
H -35.940 -4.355 -19.155
H -35.271 -5.824 -18.584
H -34.045 -4.041 -17.623
H -34.791 -4.953 -16.313
H -36.591 -3.132 -16.762
H -35.196 -3.053 -14.668
H -35.675 -1.556 -15.304
H -33.672 -1.156 -16.555
H -33.043 -2.762 -16.121
H -32.330 0.378 -15.094
H -31.201 -1.084 -15.035
H -31.834 -0.328 -13.547
C -37.665 -4.140 -4.338
O -37.904 -3.010 -5.138
C -39.048 -3.101 -5.975
C -38.710 -3.893 -7.237
N -39.922 -4.315 -7.904
C -39.677 -4.971 -9.193
C -39.055 -6.353 -9.082
O -39.935 -7.188 -8.322
C -39.241 -8.078 -7.477
H -38.355 -4.278 -3.495
H -36.658 -4.005 -3.953
H -37.781 -5.076 -4.891
H -39.392 -2.104 -6.241
H -39.826 -3.633 -5.414
H -37.987 -4.690 -7.007
H -38.138 -3.236 -7.896
H -40.517 -4.936 -7.369
H -38.998 -4.387 -9.823
H -40.646 -4.913 -9.692
H -38.047 -6.304 -8.662
H -38.976 -6.838 -10.063
H -38.490 -7.558 -6.868
H -38.730 -8.845 -8.071
H -39.924 -8.541 -6.766
```

Results of the Mulliken charge analysis, in e, for atoms 1 through 99: atom 1 (C): -0.647, atom 2 (O): -0.379, atom 3 (C): -0.615, atom 4 (C): 0.676, atom 5 (N): -0.229, atom 6 (C): 0.308, atom 7 (C): -0.759, atom 8 (O): -0.144, atom 9 (C): -0.923, atom 10 (H): 0.288, atom 11 (H): 0.267, atom 12 (H): 0.251, atom 13 (H): 0.220, atom 14 (H): 0.432, atom 15 (H): -0.673, atom 16 (H): 0.212, atom 17 (H): 0.304, atom 18 (H): 0.257, atom 19 (H): -0.385, atom 20 (H): 0.430, atom 21 (H): 0.315, atom 22 (H): 0.242, atom 23 (H): 0.344, atom 24 (H): 0.321, atom 25 (C): -0.597, atom 26 (O): -0.341, atom 27 (C): -0.609, atom 28 (C): -0.180, atom 29 (N): -0.440, atom 30 (C): 0.403, atom 31 (C): -0.685, atom 32 (O): -0.360, atom 33 (C): -0.788, atom 34 (H): 0.279, atom 35 (H): 0.086, atom 36 (H): 0.398, atom 37 (H): 0.349, atom 38 (H): 0.360, atom 39 (H): 0.140, atom 40 (H): 0.209, atom 41 (H): 0.330, atom 42 (H): 0.327, atom 43 (H): -0.507, atom 44 (H): 0.483, atom 45 (H): 0.362, atom 46 (H): 0.278, atom 47 (H): 0.254, atom 48 (H): 0.299, atom 49 (C): 0.681, atom 50 (O): -0.462, atom 51 (C): -0.119, atom 52 (C): 0.316, atom 53 (N): -0.243, atom 54 (C): 0.970, atom 55 (C): -0.508, atom 56 (O): -0.492, atom 57 (C): -0.447, atom 58 (H): 0.217, atom 59 (H): -0.664, atom 60 (H): -0.113, atom 61 (H): -0.009, atom 62 (H): 0.174, atom 63 (H): -0.745, atom 64 (H): 0.388, atom 65 (H): 0.576, atom 66 (H): 0.165, atom 67 (H): -0.528, atom 68 (H): 0.387, atom 69 (H): -0.604, atom 70 (H): -0.086, atom 71 (H): 0.389, atom 72 (H): 0.286, atom 73 (C): -0.784, atom 74 (O): -0.342, atom 75 (C): -1.024, atom 76 (C): 0.043, atom 77 (N): -0.207, atom 78 (C): -0.859, atom 79 (C): 1.294, atom 80 (O): -0.531, atom 81 (C): 0.089, atom 82 (H): 0.299, atom 83 (H): 0.322, atom 84 (H): 0.261, atom 85 (H): 0.472, atom 86 (H): 0.430, atom 87 (H): 0.362, atom 88 (H): -0.506, atom 89 (H): 0.414, atom 90 (H): 0.355, atom 91 (H): 0.416, atom 92 (H): -0.220, atom 93 (H): -0.399, atom 94 (H): 0.355, atom 95 (H): 0.183, atom 96 (H): -0.396, atom 97 (C): -0.773, atom 98 (O): -0.381, atom 99 (C): -0.737